Density functional theory data (ωB97M-V/def2-TZVPD) for the ion C2H2BrO2S2 with charge -1.

Structure (XYZ):
```
9
Properties=species:S:1:pos:R:3
C 0.534 0.631 0.829
C -0.238 -0.283 -0.276
O 0.959 -0.116 1.744
O 0.629 1.776 0.451
S 0.084 -2.019 -0.090
S 0.044 0.215 -1.906
Br -2.315 -0.135 0.139
H 0.703 -1.628 1.012
H -0.400 1.559 -1.903
```

## Properties
Multiplicity = 3
Kohn-Sham gap (alpha / beta) = 4.741 / 4.636 eV
Expectation value of S² = 2.0099
Total energy = -3598.20128 hartree
HOMO energy (alpha / beta) = -1.6 / -4.5 eV
Charge = -1

---

Density functional theory data (ωB97M-V/def2-TZVPD) for a structure of composition C29H37MnN5O11P2S.

Structure (XYZ):
```
86
Properties=species:S:1:pos:R:3
Mn 0.118 -0.059 -0.151
C -2.535 2.129 -1.122
O -1.614 2.102 -0.038
C -0.916 3.320 0.117
C 0.430 3.251 -0.565
O 1.146 2.217 0.097
C 2.561 2.264 -0.030
C 3.060 1.285 -1.060
O 2.736 -0.005 -0.586
C 3.335 -1.028 -1.378
H -3.320 2.867 -0.925
H -2.964 1.135 -1.196
H -2.032 2.379 -2.060
H -0.755 3.466 1.187
H -1.500 4.162 -0.269
H 0.954 4.206 -0.448
H 0.327 3.021 -1.631
H 2.968 1.987 0.945
H 2.889 3.279 -0.270
H 4.147 1.392 -1.169
H 2.588 1.455 -2.035
H 4.424 -0.905 -1.368
H 2.970 -0.984 -2.407
H 3.050 -1.983 -0.952
O -3.792 -1.926 -1.330
P -2.563 -2.031 -0.306
O -2.980 -2.622 0.992
O -1.893 -0.676 -0.327
O -1.582 -3.068 -1.075
P -0.031 -3.205 -0.574
O -0.229 -3.089 1.025
O 0.556 -4.482 -0.994
O 0.645 -1.908 -0.994
H -4.460 -2.584 -1.107
H -1.130 -3.349 1.293
C -1.804 -0.075 2.773
C -0.405 -0.571 2.805
N 0.559 -0.268 1.957
C 1.685 -0.961 2.358
C 1.395 -1.683 3.463
N 0.064 -1.433 3.739
C -0.695 -2.001 4.826
N -1.037 -1.018 5.826
N -2.334 -0.820 6.158
N -2.414 0.089 7.048
C -1.139 0.535 7.331
C -0.695 1.514 8.224
C 0.659 1.742 8.282
C 1.562 1.020 7.473
C 1.141 0.053 6.589
C -0.238 -0.176 6.541
H -1.933 0.574 1.909
H -2.040 0.479 3.683
H -2.502 -0.908 2.665
H 2.600 -0.909 1.793
H 1.979 -2.369 4.051
H -0.095 -2.797 5.266
H -1.637 -2.414 4.468
H -1.398 2.062 8.836
H 1.048 2.491 8.959
H 2.619 1.238 7.550
H 1.839 -0.484 5.962
O 0.128 0.647 -2.258
S -0.532 -0.412 -3.134
C 0.790 -1.127 -4.095
C 0.951 -2.501 -4.026
C 2.022 -3.086 -4.690
C 2.912 -2.297 -5.401
C 2.741 -0.916 -5.461
C 1.675 -0.325 -4.806
C -1.341 0.526 -4.419
C -1.012 1.852 -4.651
C -1.676 2.547 -5.651
C -2.659 1.916 -6.402
C -2.991 0.591 -6.149
C -2.336 -0.109 -5.147
H 0.279 -3.107 -3.433
H 2.164 -4.156 -4.627
H 3.750 -2.755 -5.911
H 3.439 -0.306 -6.018
H 1.534 0.748 -4.839
H -0.256 2.328 -4.039
H -1.429 3.583 -5.843
H -3.178 2.462 -7.179
H -3.769 0.107 -6.723
H -2.601 -1.135 -4.923
```

## Properties
Multiplicity = 6
Kohn-Sham gap (alpha / beta) = 8.983 / 9.372 eV
Expectation value of S² = 8.7527
Total energy = -4460.94498 hartree
HOMO energy (alpha / beta) = -8.6 / -9.0 eV